Record 1
Formula: C18H18N4O4
Source: OMol25
Level of theory: wB97M-V/def2-TZVPD

Last column: Mulliken charge in e.
Atoms and positions in Å:
C (-2.2621, -4.2233, -2.7116)  -0.89
N (-2.0781, -2.7902, -2.7683)  0.51
N (-1.4252, -2.2540, -1.7465)  -0.77
C (-1.1987, -0.9788, -1.6914)  0.23
C (-0.4185, -0.5293, -0.5322)  0.20
C (-0.6638, -1.0905, 0.7328)  -1.19
C (0.0554, -0.7107, 1.8314)  -0.42
C (1.0898, 0.2503, 1.7512)  1.63
N (1.7883, 0.6284, 2.8267)  -0.03
C (1.6409, 0.1391, 4.1723)  -0.66
C (2.8666, 0.5485, 4.9904)  -0.88
C (2.9192, 2.0565, 5.2643)  -0.53
O (2.9969, 2.8434, 4.1017)  -0.53
C (1.3579, 0.7868, 0.4612)  -0.39
N (2.3977, 1.7134, 0.2189)  1.02
O (2.4961, 2.1966, -0.8955)  -0.67
O (3.1758, 1.9977, 1.1291)  -0.73
C (0.6021, 0.3895, -0.6470)  -1.01
C (-1.6927, -0.0779, -2.7066)  0.77
C (-1.6163, 1.3190, -2.6337)  -0.49
C (-2.1157, 2.0965, -3.6536)  -0.73
C (-2.7143, 1.5120, -4.7684)  -0.52
C (-2.8397, 0.1439, -4.8397)  -0.57
C (-2.3432, -0.6588, -3.8112)  -0.17
C (-2.5411, -2.1077, -3.8760)  0.44
O (-3.0793, -2.7069, -4.7901)  -0.72
H (-1.9223, -4.6685, -3.6468)  0.29
H (-1.6869, -4.6034, -1.8720)  0.35
H (-3.3197, -4.4596, -2.5842)  0.28
H (-1.4451, -1.8288, 0.8233)  0.48
H (-0.1737, -1.1442, 2.7912)  0.35
H (2.3963, 1.4385, 2.7157)  0.20
H (0.7324, 0.5435, 4.6397)  0.33
H (1.5640, -0.9535, 4.1594)  0.47
H (3.7673, 0.2425, 4.4531)  0.30
H (2.8475, 0.0279, 5.9483)  0.40
H (3.7619, 2.2712, 5.9356)  0.34
H (1.9981, 2.3723, 5.7618)  0.32
H (3.8473, 2.7159, 3.6635)  0.32
H (0.8767, 0.8008, -1.6068)  0.79
H (-1.1786, 1.7863, -1.7656)  0.58
H (-2.0457, 3.1722, -3.5873)  0.42
H (-3.0930, 2.1354, -5.5642)  0.40
H (-3.3243, -0.3421, -5.6728)  0.49

Forces on atoms 1 to 2 (eV/Å):
-0.11 -0.32 -0.15
-0.32 0.10 -0.52

Computed properties:
SMILES: Cn1nc(-c2ccc(NCCCO)c([N+](=O)[O-])c2)c2ccccc2c1=O
E: -1216.6261 a.u.
LUMO level: -0.41 eV
total charge: 0
energy above the lowest of the compared OMol25 structures with the same formula, charge and spin: 96.9 kcal per mole
molar mass: 354.37 g/mol
gap between HOMO and LUMO: 0.2760 Ha


Record 2
Formula: C2H2FO2Rh
Source: OMol25
Level of theory: wB97M-V/def2-TZVPD

Last column: Mulliken spin population.
Atoms and positions in Å:
O (-0.6081, -0.9700, -0.5028)  0.16
C (-0.7005, 0.3245, -0.1584)  0.56
C (0.5367, 0.9050, 0.1745)  0.18
O (1.5969, 0.2409, 0.3045)  0.34
H (-1.6495, 0.8536, -0.2416)  0.02
F (0.6061, 2.2196, 0.3060)  0.04
Rh (1.2104, -1.6460, 0.0329)  2.67
H (-0.9920, -1.9277, 0.0848)  0.05

Forces on atoms 1 to 2 (eV/Å):
-1.86 -4.11 1.45
-1.63 0.64 0.18

Computed properties:
E: -437.3153 a.u.
LUMO level (alpha / beta): -11.82 / -14.22 eV
total charge: +2
energy above the lowest of the compared OMol25 structures with the same formula, charge and spin: 0.0 kcal per mole
molar mass: 179.94 g/mol
gap between HOMO and LUMO (alpha / beta): 0.3378 / 0.3312 Ha
multiplicity: 5


Record 3
Formula: C7H10N
Source: OMol25
Level of theory: wB97M-V/def2-TZVPD

Last column: Mulliken charge in e.
Atoms and positions in Å:
C (-2.7183, -0.1887, 0.3179)  -0.42
C (-1.5135, -1.0565, -0.0791)  -0.53
C (-0.6976, 0.1466, -0.1978)  0.39
N (0.5406, 0.2644, -0.3056)  -0.09
C (1.7848, 0.0406, -0.1788)  0.45
C (2.7167, -0.4382, 0.8500)  -0.42
C (3.3415, -0.0381, -0.4277)  -0.50
C (-1.8480, 1.0981, -0.0099)  -0.70
H (-3.6948, -0.1763, -0.3280)  0.27
H (-3.0338, -0.2201, 1.4250)  0.27
H (-1.3192, -1.6759, 0.7367)  0.29
H (-1.5511, -1.6318, -1.0127)  0.32
H (2.5091, -1.4064, 1.0453)  0.28
H (3.0821, 0.1209, 1.8091)  0.25
H (4.0810, 0.8358, -0.4397)  0.26
H (3.7270, -0.8089, -1.1045)  0.25
H (-2.2627, 1.5067, -0.9315)  0.25
H (-1.6097, 1.8990, 0.6406)  0.35

Forces on atoms 1 to 2 (eV/Å):
-2.58 1.71 0.48
-1.67 -0.54 -1.36

Computed properties:
SMILES: C1CC(=[N+]=C2CC2)C1
E: -327.0777 a.u.
LUMO level: -4.61 eV
total charge: +1
energy above the lowest of the compared OMol25 structures with the same formula, charge and spin: 77.4 kcal per mole
molar mass: 108.16 g/mol
gap between HOMO and LUMO: 0.3697 Ha